Molecular formula: C29H23BrIrN3O2S2Te
Method: DFT, the ωB97M-V functional and the def2-TZVPD basis

LUMO ... -8.62 eV
Gap between HOMO and LUMO ... 3.86 eV
Highest occupied orbital energy ... -12.479 eV
Electronic energy ... -5175.8210 Ha
Relative energy (zero: lowest compared OMol25 entry of this formula, charge and spin) ... 70.7 kcal/mol

Geometry as ORCA input:
```
! wB97M-V def2-TZVPD RIJCOSX def2/J DEFGRID3
* xyz 2 1
Ir -0.13126 0.48689 0.22603
S -2.36297 -0.06667 0.98328
C -1.44267 -0.35414 2.40138
N -0.15820 -0.09850 2.31152
C 0.50118 -0.24267 3.51715
C 1.84595 0.00210 3.78988
C 2.30936 -0.18073 5.07520
C 1.45429 -0.62293 6.08993
C 0.12023 -0.87376 5.83732
C -0.35397 -0.66776 4.54826
S -1.98482 -0.84670 3.95488
H 2.50783 0.33468 3.00077
H 3.34628 0.01700 5.30867
H 1.84200 -0.77571 7.08729
H -0.53785 -1.22046 6.62247
C 3.20879 0.32971 0.10729
O 2.02785 0.35651 -0.71046
C 2.17248 0.59204 -2.06252
C 3.37369 0.88398 -2.67363
C 3.39550 1.06106 -4.05383
Br 5.04369 1.43250 -4.89667
C 2.23899 0.98878 -4.80135
C 1.01308 0.73909 -4.17517
C 0.99997 0.52459 -2.80270
O -0.18672 0.27214 -2.09926
C -0.18080 0.70648 -5.02131
N -0.09307 0.55265 -6.31567
C -1.37571 0.56320 -6.79302
C -1.83680 0.42633 -8.10513
C -3.19456 0.53234 -8.31409
C -4.08263 0.75217 -7.25078
C -3.64843 0.88230 -5.94425
C -2.28315 0.76300 -5.72928
N -1.48664 0.83814 -4.60444
H 3.69973 1.30383 0.12067
H 3.90143 -0.43007 -0.25203
H 2.87261 0.06898 1.10588
H 4.29368 0.97006 -2.11462
H 2.24657 1.13125 -5.87149
H -0.64082 -0.50462 -2.46536
H -1.14378 0.22182 -8.90902
H -3.58996 0.44364 -9.31650
H -5.14230 0.81687 -7.45713
H -4.35183 1.08314 -5.14636
H -1.80279 1.08260 -3.68539
C -0.41775 3.20112 2.69872
Te 0.53026 3.03042 0.77462
C -1.07126 4.35391 0.20927
C -1.34466 5.14849 1.45905
C -1.90199 6.41795 1.40512
C -2.17666 7.09574 2.58403
C -1.88133 6.51763 3.81026
C -1.29861 5.25995 3.86766
C -1.03245 4.57307 2.69275
H 0.30539 3.05339 3.49864
H -1.17505 2.41690 2.75321
H -1.92592 3.73852 -0.07826
H -0.77511 4.96977 -0.63718
H -2.11909 6.87645 0.44854
H -2.61183 8.08462 2.54330
H -2.09100 7.05419 4.72513
H -1.04726 4.81819 4.82384
*
```

Which charges does Mulliken predict for the atoms? In e, they are: Ir 1.28; S -0.25; C 0.51; N -0.14; C -0.17; C 0.07; C -0.99; C -0.52; C -0.59; C 0.81; S -0.12; H 0.27; H 0.44; H 0.42; H 0.43; C -0.83; O -0.60; C 0.43; C -0.27; C -0.58; Br -0.13; C -0.81; C 0.81; C 0.67; O -0.92; C 0.11; N -0.66; C 0.65; C -0.74; C -0.54; C -0.47; C -0.97; C 0.70; N 0.05; H 0.48; H 0.50; H -0.22; H 0.55; H 0.65; H 0.35; H 0.46; H 0.40; H 0.39; H 0.38; H 0.13; C -0.59; Te 0.13; C -0.97; C 0.62; C -0.84; C -0.58; C -0.61; C -0.79; C 0.47; H 0.69; H 0.32; H 0.41; H 0.57; H 0.45; H 0.42; H 0.42; H 0.46

Molecular formula: C29H23CdN3O2P
Method: DFT, the ωB97M-V functional and the def2-TZVPD basis

LUMO ... -3.41 eV
Gap between HOMO and LUMO ... 7.87 eV
Highest occupied orbital energy ... -11.276 eV
Electronic energy ... -1942.6394 Ha
Relative energy (zero: lowest compared OMol25 entry of this formula, charge and spin) ... 0.0 kcal/mol

Geometry as ORCA input:
```
! wB97M-V def2-TZVPD RIJCOSX def2/J DEFGRID3
* xyz 1 1
Cd -0.41094 -0.15562 0.06876
C 0.49112 -1.18983 -4.32562
C 1.66757 -0.50617 -4.56020
C 2.29801 0.14435 -3.50774
C 1.72380 0.09581 -2.25096
N 0.56688 -0.54729 -2.03836
C -0.03685 -1.18022 -3.04399
C 2.39109 0.70198 -1.04581
C 3.56807 1.43560 -1.09743
C 4.10587 1.90232 0.09062
C 3.48590 1.61990 1.29884
C 2.31620 0.87818 1.27636
N 1.80188 0.46188 0.12162
C 1.55702 0.47698 2.50887
C 2.11039 0.54171 3.77571
C 1.35130 0.11745 4.85767
C 0.07092 -0.36059 4.64495
C -0.41101 -0.39771 3.34703
N 0.31682 0.01524 2.31231
H -0.02337 -1.72178 -5.11308
H 2.10398 -0.48244 -5.54982
H 3.22828 0.66589 -3.67523
H -0.97184 -1.67538 -2.80300
H 4.05850 1.64822 -2.03495
H 5.01534 2.48779 0.07571
H 3.90165 1.98222 2.22722
H 3.12074 0.89462 3.92226
H 1.76588 0.15200 5.85621
H -0.54636 -0.70704 5.46109
H -1.40148 -0.76816 3.10948
O -2.97909 -1.50860 -1.68417
C -2.91646 -0.93056 -0.61071
O -2.20227 -1.30220 0.41500
C -3.59126 0.43521 -0.43532
P -2.22796 1.68908 -0.42844
C -2.78384 3.08940 0.55922
C -4.01881 3.68730 0.30482
C -4.43437 4.76566 1.06675
C -3.61959 5.25716 2.08152
C -2.39123 4.66826 2.33752
C -1.97457 3.58233 1.57749
C -2.13656 2.30698 -2.13678
C -1.75026 3.62064 -2.39148
C -1.58425 4.05755 -3.69882
C -1.80842 3.18901 -4.75752
C -2.20395 1.88163 -4.50687
C -2.36403 1.43630 -3.20271
H -4.06986 0.48578 0.54298
H -4.30952 0.63233 -1.22879
H -4.65130 3.31528 -0.49273
H -5.39305 5.22670 0.87010
H -3.94729 6.10190 2.67290
H -1.75945 5.05144 3.12771
H -1.01723 3.11502 1.77976
H -1.58784 4.31055 -1.57189
H -1.29013 5.08131 -3.88954
H -1.68954 3.53471 -5.77597
H -2.40190 1.20772 -5.33069
H -2.69521 0.41922 -3.02013
*
```

Which charges does Mulliken predict for the atoms? In e, they are: Cd 0.94; C -0.82; C -0.53; C -0.58; C 0.43; N 0.21; C -0.33; C 0.46; C -0.64; C -0.84; C -0.70; C 0.38; N 0.13; C 0.60; C -0.67; C -0.47; C -0.77; C -0.16; N 0.19; H 0.47; H 0.47; H 0.32; H 0.59; H 0.35; H 0.45; H 0.36; H 0.30; H 0.45; H 0.42; H 0.45; O -0.61; C 0.14; O -0.83; C -0.69; P 1.23; C 0.15; C -0.42; C -0.71; C -0.45; C -0.62; C -0.10; C 0.59; C -0.73; C -0.63; C -0.56; C -0.68; C -0.47; H 0.43; H 0.54; H 0.37; H 0.42; H 0.39; H 0.42; H 0.31; H 0.42; H 0.43; H 0.41; H 0.46; H 0.33

Molecular formula: C29H23CuN4PS2Se
Method: DFT, the ωB97M-V functional and the def2-TZVPD basis

LUMO (spin up / spin down) ... 0.07 / -2.84 eV
Gap between HOMO and LUMO (spin up / spin down) ... 6.88 / 3.97 eV
Highest occupied orbital energy (spin up / spin down) ... -6.811 / -6.807 eV
Electronic energy ... -6517.5811 Ha

Geometry as ORCA input:
```
! wB97M-V def2-TZVPD RIJCOSX def2/J DEFGRID3
* xyz 0 2
Cu 1.20256 -0.72299 0.07258
S 3.25717 -1.15759 -2.05607
C 3.82389 -1.11246 -0.44391
N 3.08384 -0.93112 0.65790
C 3.78573 -0.96242 1.81492
C 3.16661 -0.85429 3.10362
C 3.93878 -0.90685 4.21410
C 5.36596 -1.02338 4.07703
C 5.94485 -1.10603 2.80211
C 5.16153 -1.07763 1.66971
S 5.54104 -1.23104 -0.02386
H 2.06718 -0.81729 3.18129
H 3.56723 -0.77548 5.21252
H 6.04284 -1.00598 4.90606
H 7.04262 -1.09613 2.77974
N -1.05758 -0.14547 -1.78319
P 0.13158 0.91452 -1.07069
C -0.95008 2.12474 -0.27607
C -0.92486 2.20169 1.13620
C -1.92664 2.86615 1.79939
C -2.94392 3.46641 1.10781
C -2.91186 3.47361 -0.31397
C -1.95556 2.77925 -0.99915
C 0.72091 1.89623 -2.51082
C 1.13706 3.23065 -2.30481
C 1.68484 3.94319 -3.32181
C 1.84764 3.39251 -4.56299
C 1.52546 2.06999 -4.79165
C 0.94230 1.29880 -3.78640
C -1.24458 -1.47866 -1.35025
C -2.42959 -2.09481 -1.52286
C -2.52062 -3.37346 -1.05237
C -1.43947 -4.06975 -0.51942
C -0.27168 -3.35290 -0.40130
N -0.18942 -2.03705 -0.72984
H -1.92484 0.30021 -2.07011
H -0.14168 1.67128 1.67137
H -1.86157 2.94673 2.86622
H -3.70988 3.98923 1.62949
H -3.76126 3.91006 -0.81594
H -1.89951 2.68547 -2.08450
H 1.05705 3.72513 -1.31641
H 2.03521 4.94600 -3.16719
H 2.37820 3.90591 -5.32583
H 1.73657 1.67760 -5.76138
H 0.61639 0.28811 -3.93798
H -3.32563 -1.58203 -1.88642
H -3.51443 -3.79092 -1.12726
H -1.44857 -5.07836 -0.12690
H 0.66859 -3.72962 -0.04369
Se -0.58966 -1.43026 2.62228
C -2.32736 -1.51476 1.83220
C -2.98385 -2.71415 2.02594
C -4.28936 -2.82698 1.60049
N -4.96993 -1.83558 1.01514
C -4.31514 -0.65875 0.83407
C -3.01653 -0.44697 1.22851
H -2.47267 -3.57982 2.41038
H -4.75449 -3.82834 1.69735
H -4.92776 0.14112 0.44083
H -2.47364 0.50472 1.07584
*
```

Which charges does Mulliken predict for the atoms? In e, they are: Cu -0.75; S -0.36; C 0.28; N 0.04; C 0.33; C -0.06; C -0.73; C -0.51; C -0.33; C 0.44; S -0.27; H -0.04; H 0.40; H 0.39; H 0.33; N -0.25; P 1.50; C 0.65; C -0.86; C -0.22; C -0.69; C -0.83; C -0.59; C 0.42; C -0.39; C -0.53; C -0.56; C -0.64; C -0.45; C 0.42; C -0.57; C -0.11; C -1.09; C -0.45; N -0.07; H 0.34; H 0.46; H 0.45; H 0.47; H 0.38; H 0.50; H 0.27; H 0.39; H 0.38; H 0.42; H 0.44; H 0.35; H 0.44; H 0.45; H 0.48; Se 0.03; C 0.23; C -0.44; C -0.44; N -0.60; C -0.85; C 0.50; H 0.41; H 0.33; H 0.43; H 0.32

Molecular formula: C29H23NO2S
Method: DFT, the ωB97M-V functional and the def2-TZVPD basis

LUMO ... -2.53 eV
Gap between HOMO and LUMO ... 4.12 eV
Highest occupied orbital energy ... -6.647 eV
Electronic energy ... -1722.1880 Ha
Relative energy (zero: lowest compared OMol25 entry of this formula, charge and spin) ... 45.5 kcal/mol

Geometry as ORCA input:
```
! wB97M-V def2-TZVPD RIJCOSX def2/J DEFGRID3
* xyz 0 1
C 0.12535 0.24300 -1.46092
C 1.40952 -0.33186 -1.74547
C 2.54323 0.50342 -1.95388
C 3.75361 -0.03644 -2.36965
C 3.88923 -1.42262 -2.53725
C 2.81738 -2.26929 -2.21791
C 1.59901 -1.73823 -1.80729
C -1.07965 -0.39924 -1.69580
C -2.29803 0.25935 -1.57907
C -3.56505 -0.30421 -1.92452
C -4.71691 0.51658 -2.09913
C -5.95045 -0.04015 -2.41955
C -6.09020 -1.43006 -2.56505
C -4.96616 -2.25507 -2.40822
C -3.72481 -1.70929 -2.09358
H 0.09974 1.29567 -1.18337
H 2.43452 1.57780 -1.79107
H 4.59205 0.62869 -2.57874
H 4.83213 -1.84269 -2.89636
H 2.92550 -3.34859 -2.30407
H 0.77518 -2.38969 -1.50852
H -1.07761 -1.44511 -2.01202
H -2.28266 1.29987 -1.24735
H -4.60446 1.59693 -1.99162
H -6.81689 0.60388 -2.57493
H -7.06161 -1.86963 -2.79906
H -5.05468 -3.33479 -2.54232
H -2.85745 -2.35918 -1.95999
C -3.09644 2.97727 2.20474
C -3.14895 1.58327 2.06559
C -1.98530 0.85542 1.81907
C -0.73369 1.51266 1.71647
C 0.46436 0.74144 1.54076
C 0.42899 -0.63068 1.32024
N 0.41540 -1.79509 1.11409
S 2.01871 1.57763 1.83718
C 3.12611 0.22542 2.23031
C 3.67422 0.06837 3.50856
C 4.58281 -0.97171 3.72568
C 4.97496 -1.79708 2.66777
C 4.42209 -1.62680 1.39688
C 3.45069 -0.64763 1.20130
O 2.46393 2.15466 0.58630
O 1.92188 2.37980 3.03335
C -0.71579 2.92954 1.75589
C -1.87984 3.64612 2.00631
H -3.99703 3.54206 2.45272
H -4.09707 1.05449 2.13092
H -2.02084 -0.22999 1.67665
H 3.37219 0.73890 4.31515
H 4.98425 -1.12375 4.72947
H 5.71032 -2.58239 2.83850
H 4.72903 -2.24579 0.55623
H 2.91603 -0.54071 0.25347
H 0.20503 3.47269 1.54430
H -1.83588 4.73285 2.03882
*
```

Which charges does Mulliken predict for the atoms? In e, they are: C -1.40; C 1.18; C -0.12; C -0.64; C -0.42; C -0.85; C 0.04; C 0.20; C -0.17; C 0.69; C -0.41; C -0.57; C -0.35; C -0.67; C -0.36; H 0.31; H 0.38; H 0.41; H 0.39; H 0.39; H 0.27; H 0.28; H 0.30; H 0.38; H 0.37; H 0.37; H 0.37; H 0.36; C -0.49; C -0.70; C -0.42; C 0.92; C 0.59; C -0.23; N -0.78; S 1.32; C -0.18; C -0.34; C -0.57; C -0.44; C -0.77; C 0.38; O -0.58; O -0.73; C -0.40; C -0.85; H 0.38; H 0.43; H 0.41; H 0.46; H 0.36; H 0.37; H 0.39; H -0.04; H 0.39; H 0.39

Computed molar mass, in the same sequence as the records: 909.4 588.9 665.1 449.6 g mol⁻¹.